No. 1
DFT (the ωB97M-V functional and the def2-TZVPD basis) results for a structure of composition C16H32Li6O12P2.

Structure (XYZ):
```
68
Properties=species:S:1:pos:R:3:mulliken_charge:R:1
Li 22.57 -29.16 -13.63 0.769
Li 22.14 -25.42 -13.60 0.813
Li 26.16 -27.85 -14.83 0.901
Li 24.16 -29.24 -16.31 0.725
Li 24.07 -27.83 -12.22 0.837
Li 24.88 -24.85 -13.02 0.812
P 24.67 -30.38 -14.04 0.679
O 23.38 -30.35 -14.87 -1.037
O 25.00 -31.92 -13.93 -0.831
O 24.12 -29.67 -12.69 -0.883
O 25.76 -29.70 -14.96 -0.765
P 24.07 -26.67 -14.40 2.246
O 23.72 -25.19 -14.48 -1.388
O 22.86 -27.30 -13.66 -1.196
O 25.22 -26.84 -13.44 -1.386
O 24.47 -27.41 -15.70 -0.256
C 24.20 -22.81 -17.73 -0.654
C 24.97 -22.27 -18.92 -0.487
C 25.48 -23.42 -19.68 -0.432
O 25.52 -24.47 -18.73 -0.305
C 24.33 -24.32 -17.93 0.987
H 23.19 -22.42 -17.60 0.361
H 24.64 -22.59 -16.76 0.249
H 25.83 -21.76 -18.49 0.227
H 24.43 -21.55 -19.54 0.336
H 26.54 -23.43 -19.93 0.281
H 24.82 -23.72 -20.49 0.243
H 24.53 -24.91 -17.04 -0.855
H 23.53 -24.74 -18.52 -0.060
C 21.41 -27.59 -19.09 -0.489
C 21.48 -28.96 -19.74 -0.607
C 22.16 -29.80 -18.60 -0.585
O 22.97 -28.80 -17.94 -0.350
C 22.31 -27.61 -17.86 0.549
H 20.43 -27.37 -18.67 0.370
H 21.64 -26.83 -19.83 0.249
H 22.16 -29.08 -20.59 0.280
H 20.53 -29.38 -20.05 0.318
H 22.78 -30.60 -19.02 0.356
H 21.41 -30.22 -17.93 0.277
H 23.02 -26.78 -17.77 -0.480
H 21.79 -27.62 -16.90 -0.035
C 18.88 -29.21 -11.90 -0.673
C 18.96 -30.60 -12.39 -0.566
C 20.48 -30.93 -12.36 -0.329
O 21.04 -29.59 -12.38 -0.367
C 20.06 -28.54 -12.63 -0.084
H 18.97 -29.11 -10.82 0.312
H 17.92 -28.74 -12.12 0.367
H 18.46 -30.69 -13.35 0.269
H 18.33 -31.17 -11.70 0.309
H 20.94 -31.30 -13.27 0.248
H 20.78 -31.45 -11.45 0.271
H 19.82 -28.48 -13.69 0.214
H 20.35 -27.53 -12.33 0.095
C 28.59 -27.64 -17.16 -0.596
C 27.49 -26.61 -17.43 0.278
C 27.40 -25.79 -16.15 0.247
O 27.88 -26.69 -15.13 -0.495
C 29.01 -27.40 -15.62 -0.408
H 29.42 -27.29 -17.77 0.296
H 28.28 -28.66 -17.37 0.328
H 26.56 -27.15 -17.63 -0.339
H 27.75 -26.01 -18.30 0.373
H 26.37 -25.51 -15.95 -0.531
H 27.95 -24.85 -16.19 0.414
H 28.96 -28.35 -15.09 0.296
H 29.94 -26.87 -15.42 0.283
```

Output
- frontier orbital gap (eV) = 3.13
- E_HOMO (eV) = -5.2
- E_LUMO (eV) = -2.1
- DFT total energy (Ha) = -2260.2060
- 2S+1 = 1
- relative energy (zero: lowest compared OMol25 entry of this formula, charge and spin) (eV) = 4.494

No. 2
DFT (the ωB97M-V functional and the def2-TZVPD basis) results for a structure of composition C16H32MgO2P2.

Structure (XYZ):
```
53
Properties=species:S:1:pos:R:3:mulliken_charge:R:1
P 0.38 -1.68 -5.52 0.997
P 0.36 2.22 -4.70 0.919
C -0.05 -0.14 -6.22 -0.703
C 0.95 0.95 -5.89 -1.258
H -1.34 -0.02 -5.61 -0.684
H -0.26 -0.20 -7.30 0.619
H 1.89 0.56 -5.45 0.299
H 1.18 1.52 -6.81 0.638
C -0.48 3.32 -5.93 -1.610
H -0.82 4.22 -5.40 0.401
H -1.33 2.81 -6.41 0.339
H 0.26 3.59 -6.69 0.501
C 1.82 3.18 -4.25 -1.276
H 2.03 3.89 -5.08 0.406
H 2.69 2.52 -4.13 0.385
H 1.65 3.74 -3.32 0.312
C -0.73 -2.84 -6.38 -1.701
H -0.84 -3.73 -5.74 0.442
H -0.29 -3.13 -7.34 0.462
H -1.72 -2.39 -6.55 0.341
C 2.03 -2.24 -5.78 -1.252
H 2.73 -1.41 -5.84 0.347
H 2.03 -2.79 -6.74 0.399
H 2.30 -2.92 -4.96 0.423
Mg 2.13 1.26 -0.33 0.591
C -1.28 1.39 -4.01 0.004
C -2.11 0.57 -4.96 0.103
C -3.15 -0.28 -4.22 -1.108
C -2.68 -1.27 -3.15 -0.613
C -1.70 -2.20 -3.62 -0.919
C -0.33 -1.83 -3.92 -0.006
C 0.22 -0.59 -3.06 -1.023
C -0.57 0.71 -2.81 -1.278
C 2.11 -0.72 -0.04 -1.235
H -1.92 2.20 -3.61 0.696
H -2.63 1.24 -5.68 0.417
H -3.77 -0.82 -4.96 0.373
H -3.77 0.49 -3.75 0.397
H -2.27 -0.76 -2.27 0.142
H -3.56 -1.79 -2.73 0.432
H -1.96 -3.26 -3.59 0.351
H 0.25 -2.71 -3.56 0.808
H 1.19 -0.30 -3.49 0.629
H 0.49 -1.00 -2.07 -0.048
H -1.23 0.65 -1.91 0.531
H 0.22 1.43 -2.46 0.297
H 3.06 -0.82 0.52 0.320
H 2.05 -1.44 -0.86 0.372
H 1.28 -0.86 0.66 0.281
O 1.85 1.78 1.63 -0.555
C 0.71 2.24 1.25 0.478
O 0.36 2.19 0.00 -0.596
H 0.03 2.67 1.98 0.414
```

Output
- frontier orbital gap (spin up / spin down) (eV) = 3.43 / 2.71
- E_HOMO (spin up / spin down) (eV) = -4.6 / -3.7
- E_LUMO (spin up / spin down) (eV) = -1.1 / -1.0
- DFT total energy (Ha) = -1661.8175
- 2S+1 = 1
- relative energy (zero: lowest compared OMol25 entry of this formula, charge and spin) (eV) = 4.536

No. 3
DFT (the ωB97M-V functional and the def2-TZVPD basis) results for a cluster of 2 separate species, C16H32N2O7 in total.

Structure (XYZ):
```
57
Properties=species:S:1:pos:R:3:mulliken_charge:R:1
C -5.78 1.14 -1.49 -0.712
O -5.82 -0.25 -1.86 -0.352
C -5.64 -1.15 -0.76 -0.049
O -4.36 -0.92 -0.14 -0.469
C -3.22 -1.20 -0.97 0.328
C -1.96 -0.90 -0.18 -1.674
C -3.24 -2.66 -1.47 0.008
O -3.05 -3.61 -0.41 -0.609
C -4.58 -2.96 -2.15 -0.441
O -4.68 -4.35 -2.49 -0.600
C -5.76 -2.61 -1.23 0.150
O -6.98 -2.88 -1.94 -0.604
H -6.42 1.33 -0.62 0.301
H -4.76 1.44 -1.25 0.266
H -6.14 1.75 -2.32 0.258
H -6.42 -0.96 -0.01 0.532
H -3.24 -0.54 -1.85 0.322
H -1.07 -1.10 -0.78 0.424
H -1.94 0.15 0.12 0.433
H -1.91 -1.52 0.73 0.391
H -2.44 -2.79 -2.21 0.364
H -3.33 -4.49 -0.75 0.408
H -4.66 -2.35 -3.06 0.331
H -5.60 -4.52 -2.77 0.387
H -5.72 -3.25 -0.34 0.263
H -7.73 -2.42 -1.52 0.348
C 4.18 -0.22 3.10 -1.255
C 3.05 -0.25 2.06 -0.787
C 2.66 1.15 1.54 0.772
C 1.39 1.00 0.68 -1.895
C 3.81 1.88 0.78 -0.284
N 3.40 3.26 0.44 -0.048
C 3.49 4.36 1.18 0.736
C 4.11 4.31 2.56 -0.986
O 3.07 5.43 0.75 -0.680
C 4.24 1.14 -0.49 -0.130
O 3.68 1.36 -1.56 -0.681
N 5.24 0.25 -0.38 -0.095
C 5.78 -0.55 -1.48 -0.972
H 4.32 -1.23 3.50 0.388
H 5.12 0.10 2.65 0.287
H 3.92 0.45 3.92 0.296
H 2.18 -0.69 2.54 0.452
H 3.34 -0.89 1.23 0.338
H 2.39 1.76 2.40 0.436
H 1.05 1.98 0.33 0.378
H 1.58 0.36 -0.18 0.334
H 0.59 0.56 1.27 0.530
H 4.67 1.94 1.44 0.576
H 3.02 3.39 -0.49 0.262
H 4.07 5.31 3.00 0.318
H 3.55 3.63 3.19 0.258
H 5.15 4.00 2.48 0.265
H 5.64 0.12 0.54 0.210
H 5.48 -1.59 -1.36 0.316
H 5.41 -0.19 -2.44 0.322
H 6.87 -0.49 -1.48 0.337
```

Output
- frontier orbital gap (eV) = 9.97
- E_HOMO (eV) = -9.4
- E_LUMO (eV) = 0.5
- DFT total energy (Ha) = -1265.0675
- 2S+1 = 1
- relative energy (zero: lowest compared OMol25 entry of this formula, charge and spin) (eV) = 0.000

No. 4
DFT (the ωB97M-V functional and the def2-TZVPD basis) results for the ion C16H32N3O4P2 with charge +1.

Structure (XYZ):
```
57
Properties=species:S:1:pos:R:3:mulliken_charge:R:1
C 2.10 -2.69 2.50 -0.927
C 1.09 -2.68 3.64 -0.469
N 0.32 -1.43 3.73 -0.327
C -0.52 -1.18 2.63 -0.290
C -1.05 -2.19 1.80 0.167
C -1.89 -1.91 0.76 0.277
P -2.64 -3.17 -0.33 -0.012
C -1.73 -4.73 0.12 -1.200
C -2.16 -2.88 -2.11 -0.671
C -1.28 -1.65 -2.40 -0.790
C -2.16 -0.53 0.57 0.100
O -2.99 -0.17 -0.42 -0.363
N -1.58 0.33 1.38 1.127
C -1.85 1.79 1.14 -1.074
C -0.63 2.67 1.46 -0.812
C 0.65 2.30 0.70 -0.855
P 0.48 2.39 -1.11 0.737
O -0.76 3.04 -1.55 -0.843
O 1.73 3.23 -1.64 -0.370
C 1.58 4.66 -1.37 -0.217
C 1.08 5.37 -2.65 -1.136
O 0.59 0.89 -1.66 0.006
C 1.78 0.57 -2.42 -0.510
C 2.99 0.23 -1.53 -0.912
N -0.78 0.08 2.39 -1.051
H 2.90 -1.98 2.75 0.340
H 1.64 -2.37 1.57 0.246
H 2.57 -3.67 2.42 0.350
H 1.65 -2.75 4.58 0.419
H 0.43 -3.56 3.65 0.307
H -0.23 -1.38 4.58 0.304
H -0.80 -3.22 2.00 0.363
H -2.30 -5.34 0.81 0.325
H -0.72 -4.54 0.50 0.423
H -1.63 -5.29 -0.81 0.393
H -1.62 -3.76 -2.44 0.441
H -3.08 -2.80 -2.68 0.393
H -0.62 -1.36 -1.58 -0.040
H -0.72 -1.81 -3.32 0.548
H -1.93 -0.80 -2.61 0.244
H -3.88 -0.09 -0.04 0.372
H -2.63 2.09 1.84 0.347
H -2.10 1.98 0.10 0.583
H -0.91 3.68 1.15 0.437
H -0.44 2.72 2.53 0.512
H 0.95 1.27 0.94 0.327
H 1.48 2.93 1.01 0.564
H 0.89 4.79 -0.54 0.206
H 2.57 5.04 -1.10 0.430
H 1.13 4.69 -3.50 0.258
H 1.62 6.30 -2.80 0.352
H 0.03 5.59 -2.48 0.304
H 1.54 -0.34 -2.97 0.362
H 2.02 1.32 -3.17 0.478
H 3.11 -0.86 -1.52 0.354
H 2.83 0.54 -0.49 0.215
H 3.91 0.62 -1.94 0.257
```

Output
- frontier orbital gap (eV) = 7.68
- E_HOMO (eV) = -11.6
- E_LUMO (eV) = -3.9
- DFT total energy (Ha) = -1776.6050
- 2S+1 = 1
- charge = +1

What are the max |F| values for these records? In order: 0.117 0.099 0.042 0.044 hartree/bohr.